1.
ORCA calculation (ωB97M-V/def2-TZVPD) on a 2-piece molecular cluster, C3H12N3S overall at a distorted geometry.

Structure (XYZ):
```
19
Properties=species:S:1:pos:R:3:forces:R:3:lowdin_charge:R:1
N 2.475 -1.051 0.744 -1.63 0.62 -2.27 0.1202
C 1.067 -0.786 0.934 2.66 -1.90 5.41 -0.2997
N 0.842 0.465 1.805 0.84 -3.70 -3.46 0.1593
N 0.422 -1.951 1.078 -1.34 3.25 1.00 0.2245
H 2.726 -1.661 1.524 0.62 0.47 0.15 0.1329
H 2.447 -1.675 -0.071 1.03 0.08 -0.03 0.1237
H 0.989 -0.083 2.665 -0.33 0.79 0.50 0.1340
H 1.771 0.780 1.500 -0.08 1.31 0.99 0.1084
H 1.059 -2.651 1.437 -0.51 -0.88 -0.73 0.1615
H -0.418 -1.789 1.639 -0.43 -0.91 -0.43 0.1619
C -0.982 -0.488 -1.453 0.12 0.14 0.17 -0.2858
S -1.658 1.168 -1.585 0.17 -0.31 0.24 1.2140
C -0.764 1.810 -0.190 -0.36 0.28 -0.11 -0.3182
H -1.698 -1.207 -1.045 -0.25 0.20 -0.10 0.0907
H -0.152 -0.373 -0.736 -0.39 -0.36 -0.99 -0.0096
H -0.686 -0.833 -2.445 0.14 0.01 0.03 0.0877
H -0.836 2.894 -0.167 0.00 -0.01 0.13 0.0819
H -1.173 1.337 0.713 -0.28 0.34 -0.11 0.0769
H 0.257 1.438 -0.237 0.02 0.55 -0.40 0.0359
```
Positions in Å, forces in eV/Å.

Output
Frontier orbital gap (alpha / beta), eV: 9.070 / 8.234
E_LUMO (alpha / beta), eV: -10.67 / -11.68
Charge: +2
2S+1: 2

2.
ORCA calculation (ωB97M-V/def2-TZVPD) on a 3-piece molecular cluster, C3H12N4 overall at a distorted geometry.

Structure (XYZ):
```
19
Properties=species:S:1:pos:R:3:forces:R:3:lowdin_charge:R:1
C 3.309 -0.753 -0.253 2.24 1.21 -1.02 -0.2752
C 4.980 1.969 1.446 2.69 -1.49 -2.63 0.0152
C 5.615 2.494 0.114 -1.47 -3.15 1.71 -0.0235
N 2.663 -1.641 0.448 -0.41 -1.17 -1.28 0.1562
N 4.020 -0.139 -0.959 -2.27 -1.42 1.58 0.1595
N 5.519 1.947 -1.030 -0.68 -0.35 1.22 0.2192
N -12.615 -2.302 -0.648 -4.28 0.59 -3.49 0.3426
H 4.867 2.779 2.090 -1.00 1.19 1.03 0.0641
H 4.217 1.257 1.219 -1.04 0.26 0.28 0.0377
H 5.771 1.323 1.947 -0.42 0.82 -0.75 0.1315
H 6.322 3.199 0.260 2.03 2.75 0.11 0.1030
H 2.385 -1.671 1.405 0.08 0.61 0.37 0.1224
H -12.282 -3.162 -0.956 1.70 -2.34 0.25 0.1234
H 4.928 1.084 -1.126 -0.17 0.11 -0.26 0.0133
H 6.080 2.192 -1.805 0.72 0.76 -0.81 0.1402
H 2.583 -2.503 -0.083 -0.27 -0.11 0.46 0.1363
H -12.064 -1.737 -0.074 1.05 0.72 1.84 0.1328
H -13.638 -2.507 -0.408 1.64 0.88 0.42 0.2109
H -12.660 -1.829 -1.589 -0.17 0.15 0.99 0.1903
```
Positions in Å, forces in eV/Å.

Output
Frontier orbital gap, eV: 9.678
E_LUMO, eV: -5.66
Charge: +2

3.
ORCA calculation (ωB97M-V/def2-TZVPD) on an isolated ion of composition C3H12N4 and charge +2 at a distorted geometry.

Structure (XYZ):
```
19
Properties=species:S:1:pos:R:3:forces:R:3:lowdin_charge:R:1
C -1.991 -0.375 -0.319 -1.20 1.76 0.12 -0.0214
C -0.796 -0.385 0.583 -0.05 0.09 -0.30 -0.2369
N -0.812 0.751 1.581 -3.35 -0.20 -1.36 0.2614
C 0.486 -0.438 -0.199 2.02 0.60 -2.34 -0.3062
N 0.466 -1.189 -1.326 -0.53 -0.84 -0.59 0.2015
N 1.436 0.346 0.213 -3.34 0.19 2.54 -0.0025
N 2.585 0.693 -0.459 -0.64 -0.54 -0.86 0.2123
H -2.076 0.289 -1.171 0.80 0.83 0.10 0.1194
H -2.908 -0.217 0.227 -0.27 0.05 0.57 0.1128
H -2.161 -1.277 -0.781 -0.14 -2.53 -0.69 0.0690
H -0.851 -1.277 1.136 -0.04 -1.22 1.00 0.1584
H -1.531 1.455 1.196 0.73 -1.26 1.40 0.2223
H 0.019 1.244 1.478 2.74 1.02 0.40 0.1008
H -0.998 0.416 2.551 0.05 0.67 -0.74 0.2119
H -0.325 -1.800 -1.533 0.09 0.44 0.55 0.1335
H 1.098 -1.316 -2.135 0.20 0.72 1.26 0.1578
H 2.716 0.001 -1.207 0.93 0.79 -0.50 0.1770
H 2.385 1.691 -0.752 1.31 -1.16 -0.12 0.2294
H 3.303 0.576 0.262 0.68 0.60 -0.46 0.1994
```
Positions in Å, forces in eV/Å.

Output
Frontier orbital gap, eV: 11.540
E_LUMO, eV: -7.22
Charge: +2
SMILES: C[C@H]([NH3+])/C(N)=N/[NH3+]

4.
ORCA calculation (ωB97M-V/def2-TZVPD) on a 2-piece molecular cluster, C3H12N4 overall at a distorted geometry.

Structure (XYZ):
```
19
Properties=species:S:1:pos:R:3:forces:R:3:lowdin_charge:R:1
C -0.480 -0.676 0.616 -1.42 -1.03 -4.32 -0.2979
C 0.374 -0.961 1.748 0.21 -0.60 -1.20 0.0339
C -1.496 0.387 0.589 1.13 1.54 1.01 0.0200
N 0.938 1.372 -0.332 1.55 -0.36 -1.64 0.2157
N -0.188 -1.288 -0.542 0.44 -2.01 2.04 0.0218
N 1.518 1.799 -1.325 -0.81 -0.85 -0.05 0.2624
N -0.775 -1.300 -1.836 -0.82 2.09 1.80 0.1175
H 1.011 -0.110 1.742 1.42 0.39 0.46 0.0930
H 0.816 -1.930 1.597 0.95 -0.12 0.15 0.1140
H -0.083 -0.981 2.680 -1.28 0.10 1.57 0.1041
H -1.802 0.588 1.600 -0.18 0.14 0.52 0.1071
H -2.402 0.255 0.041 -0.29 -0.20 -0.88 0.0998
H -0.912 1.336 0.282 -1.61 -1.27 0.18 0.1084
H 1.120 1.908 0.490 0.19 1.41 0.98 0.1401
H 0.549 -2.048 -0.411 -1.21 1.24 -0.57 0.2060
H 2.030 2.675 -1.440 0.34 0.39 0.40 0.2044
H 1.434 1.191 -2.149 -0.05 0.29 -0.27 0.1902
H -0.414 -2.068 -2.364 -0.17 -0.58 -0.21 0.1099
H -1.816 -1.140 -1.837 1.60 -0.58 0.03 0.1496
```
Positions in Å, forces in eV/Å.

Output
Frontier orbital gap, eV: 7.054
E_LUMO, eV: -11.01
Charge: +2

5.
ORCA calculation (ωB97M-V/def2-TZVPD) on C3H12N4O as an isolated structure at a distorted geometry.

Structure (XYZ):
```
20
Properties=species:S:1:pos:R:3:forces:R:3:lowdin_charge:R:1
C -0.946 0.357 -2.355 0.25 -0.01 0.17 -0.1283
C -1.052 0.683 1.596 -0.08 0.78 -0.69 -0.0339
N -0.325 0.905 -1.152 0.72 -0.96 0.94 -0.0418
C -0.585 -0.197 0.455 1.00 -2.24 0.57 -0.5015
O -1.196 -1.225 0.144 0.72 1.12 0.11 -0.0389
H -0.769 1.770 -0.857 0.97 0.09 -0.14 0.0991
H -1.950 0.758 -2.509 0.16 0.06 0.06 0.0815
H -1.045 -0.723 -2.251 0.00 -0.14 0.12 0.0691
H -0.331 0.567 -3.232 -0.12 0.01 -0.06 0.0714
H -0.383 1.523 1.783 -0.01 -0.07 -0.03 0.0649
H -1.130 0.086 2.506 0.07 -0.11 -0.17 0.0872
H -2.045 1.063 1.342 0.03 -0.09 0.12 0.0830
N 1.064 -0.370 0.462 -0.98 0.41 -1.19 -0.3248
N 1.796 0.239 1.492 -0.15 -0.16 0.47 0.0220
N 1.477 -1.691 0.186 -0.54 -0.43 -0.03 0.0366
H 0.731 0.523 -0.832 -2.16 1.58 -0.55 0.1549
H 2.776 0.191 1.218 -0.22 0.13 -0.04 0.0778
H 1.727 -0.344 2.326 0.04 0.03 0.12 0.0759
H 1.462 -1.806 -0.827 0.13 0.02 0.20 0.0739
H 0.725 -2.310 0.505 0.15 -0.03 0.01 0.0719
```
Positions in Å, forces in eV/Å.

Output
Frontier orbital gap, eV: 9.853
E_LUMO, eV: 0.94
Charge: 0

6.
ORCA calculation (ωB97M-V/def2-TZVPD) on a 2-piece molecular cluster, C3H12N4O overall at a distorted geometry.

Structure (XYZ):
```
20
Properties=species:S:1:pos:R:3:forces:R:3:lowdin_charge:R:1
N -2.237 0.486 -0.674 -0.99 -0.86 1.10 0.1287
C -1.090 0.512 -1.387 1.83 -1.75 -0.55 -0.6068
N -0.611 1.755 -1.587 0.65 0.83 -1.02 0.1494
N -0.449 -0.591 -1.717 -2.22 1.03 -0.02 -0.0233
O 0.507 -0.302 -2.719 0.54 -0.25 -0.26 -0.1157
H -2.497 -0.461 -0.423 -0.10 0.13 -0.04 0.0982
H -2.207 1.089 0.139 -0.09 -0.02 -0.01 0.0984
H -1.318 2.466 -1.712 0.15 -0.02 -0.09 0.1044
H 0.115 1.741 -2.297 -0.07 0.36 0.14 0.0924
H 0.569 -1.149 -3.192 0.02 0.53 0.33 0.0926
C 0.113 -1.234 2.016 -0.24 -0.08 -0.15 -0.1202
C 0.795 -0.143 1.208 0.32 -0.41 -2.08 -0.3740
N 2.179 0.030 1.659 0.12 0.17 0.08 -0.0364
H 0.627 -2.196 1.908 -0.03 0.15 0.02 0.0694
H -0.913 -1.374 1.658 0.09 -0.05 0.04 0.0533
H 0.065 -0.982 3.082 0.13 0.00 -0.20 0.0711
H 0.267 0.804 1.366 0.09 -0.04 -0.04 0.0914
H 0.748 -0.371 0.039 -0.05 0.30 2.67 0.1079
H 2.703 -0.833 1.525 -0.12 0.24 -0.05 0.0605
H 2.633 0.755 1.107 -0.03 -0.26 0.14 0.0588
```
Positions in Å, forces in eV/Å.

Output
Frontier orbital gap, eV: 8.999
E_LUMO, eV: 0.87
Charge: 0
SMILES: NC(N)=NO.CCN

7.
ORCA calculation (ωB97M-V/def2-TZVPD) on C3H12NNiO7V as an isolated structure at a distorted geometry.

Structure (XYZ):
```
25
Properties=species:S:1:pos:R:3:forces:R:3:lowdin_charge:R:1
Ni 1.881 1.646 -2.226 0.35 -0.78 -0.04 0.7001
O -3.643 -1.233 -0.527 0.23 3.49 -4.15 -0.0770
V -3.562 0.013 -1.569 1.20 -2.77 7.06 1.4833
N -0.476 0.283 -0.370 1.35 -0.76 0.43 -0.4534
O -0.572 -0.350 0.683 0.20 0.74 -1.00 0.0846
O -1.539 0.641 -0.993 -1.84 0.13 -1.38 -0.1043
O 0.633 0.588 -0.876 -1.51 -0.27 0.91 0.0037
C -3.679 1.542 1.384 0.19 0.42 -0.13 -0.0071
O -4.394 1.168 0.146 0.38 -0.34 -1.27 -0.1857
H -4.434 1.976 2.036 0.11 -0.10 0.14 0.1193
H -3.209 0.677 1.840 -0.22 -0.20 -0.18 0.0973
H -2.937 2.294 1.124 -0.04 -0.02 0.06 0.0994
H -5.236 1.651 0.162 -0.01 -0.17 -0.37 0.1394
C 2.824 -0.572 2.713 0.05 -1.33 1.18 0.0464
O 1.695 -1.367 2.498 -0.10 0.96 -0.34 0.2559
H 2.492 0.308 3.305 -0.15 0.36 -0.24 0.1819
H 3.488 -1.169 3.335 0.18 0.06 -0.21 0.1345
H 3.306 -0.214 1.793 -0.33 0.25 -0.29 0.1583
H 0.965 -0.875 2.005 0.28 -0.31 -0.09 0.1472
C 2.466 -1.364 -2.887 0.16 -1.21 -0.16 -0.0807
O 3.024 -0.118 -2.418 -0.87 0.24 0.24 -0.1493
H 1.387 -1.489 -2.791 -0.06 0.98 0.01 0.0789
H 2.755 -1.516 -3.926 -0.05 -0.06 0.08 0.1057
H 2.834 -2.187 -2.265 0.34 0.16 -0.23 0.1019
H 3.930 -0.334 -2.176 0.17 0.53 -0.04 0.1198
```
Positions in Å, forces in eV/Å.

Output
Frontier orbital gap (alpha / beta), eV: 5.580 / 3.553
E_LUMO (alpha / beta), eV: -13.51 / -14.61
Charge: +3
2S+1: 4

8.
ORCA calculation (ωB97M-V/def2-TZVPD) on a 3-piece molecular cluster, C3H12NO overall at a distorted geometry.

Structure (XYZ):
```
17
Properties=species:S:1:pos:R:3:forces:R:3:lowdin_charge:R:1
C -1.767 -0.071 0.231 -3.00 0.36 -1.00 -0.2376
C -0.697 -0.875 -0.536 2.04 -0.44 -1.67 -0.2248
C 0.572 -1.392 0.228 -0.51 -0.56 0.45 -0.0986
N -1.637 1.389 0.324 -1.18 -2.11 -1.13 0.1483
H -1.813 -0.420 1.210 0.73 -0.74 2.39 0.1117
H -2.817 -0.382 -0.074 1.33 0.78 -0.42 0.1548
H -1.133 -1.837 -0.931 -0.14 1.37 0.05 0.1358
H -0.385 -0.106 -1.385 -0.40 -1.85 1.26 0.1507
H 0.340 -2.277 0.909 -0.18 1.32 -0.63 0.0999
H 0.886 -0.538 0.921 0.50 -0.59 -0.70 0.0733
H 1.407 -1.852 -0.422 -1.13 1.62 0.75 0.1198
H -0.650 1.519 0.076 2.10 1.39 0.68 0.0068
H -2.244 1.832 -0.390 0.45 -0.09 0.41 0.1357
H 0.846 1.598 0.297 -0.51 -0.70 -0.37 0.3929
H 3.597 1.350 0.271 1.08 -0.53 0.01 0.0586
H 2.306 1.318 -0.354 1.83 -1.73 -1.00 0.0203
O 3.188 0.746 -0.373 -2.99 2.50 0.92 -0.0477
```
Positions in Å, forces in eV/Å.

Output
Frontier orbital gap, eV: 5.284
E_LUMO, eV: -10.09
Charge: +1

9.
ORCA calculation (ωB97M-V/def2-TZVPD) on a 2-piece molecular cluster, C3H12NO overall at a distorted geometry.

Structure (XYZ):
```
17
Properties=species:S:1:pos:R:3:forces:R:3:lowdin_charge:R:1
C -0.124 -0.150 -0.989 0.75 -1.20 0.16 -0.1556
C 1.039 -0.777 -0.176 -0.80 1.76 -0.23 -0.2403
C 1.613 -1.912 -1.006 0.12 -0.26 1.20 -0.0855
N -0.713 1.123 -0.453 1.25 0.71 -1.00 0.1866
H -0.907 -0.908 -1.017 -0.26 0.34 -0.15 0.1364
H 0.210 0.029 -2.013 -0.11 0.18 0.14 0.1335
H 1.772 0.021 0.013 0.17 -0.30 -0.19 0.1175
H 0.640 -0.999 0.806 0.06 -0.70 0.20 0.1048
H 2.144 -1.467 -1.837 0.11 -0.33 -0.33 0.0858
H 0.848 -2.620 -1.307 -0.23 0.13 -0.42 0.0839
H 2.281 -2.525 -0.394 0.25 0.30 -0.19 0.0899
H -1.504 1.005 0.145 -0.99 -0.18 0.67 0.1120
H -0.940 1.691 -1.267 -0.55 0.12 0.09 0.1714
H -0.084 1.724 0.093 0.24 -0.49 0.03 0.1667
H -1.114 0.547 2.567 -0.12 0.11 0.23 0.0612
H -1.973 1.792 2.873 0.10 -0.13 -0.17 0.0769
O -1.494 1.337 2.165 0.02 -0.07 -0.04 -0.0452
```
Positions in Å, forces in eV/Å.

Output
Frontier orbital gap, eV: 12.680
E_LUMO, eV: -3.37
Charge: +1

10.
ORCA calculation (ωB97M-V/def2-TZVPD) on a 2-piece molecular cluster, C3H12NO overall at a distorted geometry.

Structure (XYZ):
```
17
Properties=species:S:1:pos:R:3:forces:R:3:lowdin_charge:R:1
C 1.456 0.555 -1.800 0.15 -0.36 0.53 -0.0936
O 0.298 1.264 -1.352 -0.01 -0.51 0.51 -0.1314
H 1.191 -0.002 -2.685 0.24 -0.11 -0.42 0.0898
H 1.766 -0.143 -1.017 -0.15 -0.02 -0.05 0.0771
H 2.297 1.223 -1.938 0.06 0.12 -0.33 0.0954
H 0.356 2.144 -1.690 -0.18 0.91 -0.28 0.0946
C -0.137 0.023 2.004 -0.57 -0.20 0.01 0.0126
N -0.922 0.046 0.736 0.09 -0.18 -1.14 -0.0548
C -1.038 -1.320 0.099 0.92 0.27 1.01 0.0136
H -0.333 0.910 2.592 0.07 0.17 -0.04 0.1061
H 0.906 -0.046 1.710 0.05 0.05 0.14 0.1065
H -0.422 -0.860 2.573 0.03 0.08 0.04 0.1016
H -1.872 0.416 0.712 -0.03 0.11 1.09 0.1783
H -0.436 0.686 0.074 0.11 -0.18 -0.27 0.1001
H -1.335 -1.979 0.911 -0.46 -0.18 -0.30 0.1009
H -1.727 -1.266 -0.722 -0.25 -0.15 -0.27 0.1045
H -0.047 -1.651 -0.207 -0.08 0.16 -0.22 0.0987
```
Positions in Å, forces in eV/Å.

Output
Frontier orbital gap, eV: 12.167
E_LUMO, eV: -3.06
Charge: +1

11.
ORCA calculation (ωB97M-V/def2-TZVPD) on a 3-piece molecular cluster, C3H12NO2 overall at a distorted geometry.

Structure (XYZ):
```
18
Properties=species:S:1:pos:R:3:forces:R:3:lowdin_charge:R:1
C 1.664 0.387 -1.404 -0.05 -2.00 -1.06 -0.0584
C 0.137 0.018 -1.591 2.91 0.30 1.37 -0.1336
C -1.620 -0.366 -0.088 0.01 0.15 4.22 0.1718
N -0.398 -0.057 -0.171 -2.71 -1.01 -4.66 0.0690
H 1.896 1.191 -0.735 -0.35 0.31 0.72 0.0662
H 1.974 -0.628 -1.006 0.67 1.60 -0.13 0.0728
H 2.286 0.635 -2.307 -1.15 -0.59 0.47 0.1018
H -0.496 0.737 -2.065 -0.21 0.17 -0.66 0.1156
H 0.174 -1.007 -2.007 -0.74 0.73 0.02 0.1368
H -2.074 -0.391 0.966 0.47 -0.11 -1.82 0.1599
H -2.128 -0.651 -0.955 -1.05 0.00 -1.18 0.1079
H 0.152 -0.031 0.604 2.28 0.52 2.80 0.1063
H 1.794 -2.506 1.736 -0.88 0.99 -2.51 0.1108
H 1.442 -3.011 0.263 0.08 1.89 1.30 0.0909
O 1.459 -2.159 0.821 0.71 -2.86 1.22 -0.1297
H -1.487 3.076 2.748 0.56 0.16 0.12 0.0302
H -2.862 2.536 2.578 1.27 -0.81 0.08 0.0705
O -1.913 2.228 2.614 -1.82 0.55 -0.30 -0.0885
```
Positions in Å, forces in eV/Å.

Output
Frontier orbital gap, eV: 10.153
E_LUMO, eV: -4.68
Charge: +1

12.
ORCA calculation (ωB97M-V/def2-TZVPD) on a 2-piece molecular cluster, C3H12NO2 overall at a distorted geometry.

Structure (XYZ):
```
18
Properties=species:S:1:pos:R:3:forces:R:3:lowdin_charge:R:1
C 0.215 -0.843 0.215 0.79 -1.39 -0.73 -0.1974
O 0.880 -1.357 1.367 0.33 0.18 0.23 -0.0633
C -0.372 0.537 0.521 -1.16 -1.60 1.35 -0.2687
C -1.730 0.743 -0.090 0.64 0.69 -2.62 -0.0488
N -0.652 0.483 2.056 1.29 -1.33 -0.46 0.2020
H 0.908 -0.887 -0.619 0.24 0.97 -0.20 0.1308
H -0.477 -1.619 -0.147 -0.71 0.54 0.66 0.1407
H 1.822 -1.497 1.189 -0.37 0.00 0.04 0.1212
H 0.355 1.309 0.312 -0.10 0.36 0.22 0.1599
H -1.520 0.585 -1.169 -0.34 0.15 0.25 0.1088
H -2.079 1.782 -0.067 -0.05 -0.28 0.41 0.1012
H -2.514 0.021 0.114 0.13 -0.09 0.63 0.1008
H -0.954 -0.460 2.329 -0.71 0.06 -0.59 0.1653
H 0.250 0.404 2.562 -0.46 1.35 0.07 0.1758
H -1.387 1.145 2.281 0.52 0.43 0.67 0.1673
H 0.871 -0.226 -3.831 -0.09 0.20 0.50 0.0400
H 2.020 0.553 -4.252 0.52 0.48 0.06 0.0383
O 1.467 0.454 -3.473 -0.48 -0.73 -0.49 -0.0737
```
Positions in Å, forces in eV/Å.

Output
Frontier orbital gap, eV: 11.220
E_LUMO, eV: -3.26
Charge: +1

13.
ORCA calculation (ωB97M-V/def2-TZVPD) on a 2-piece molecular cluster, C3H12NO2 overall at a distorted geometry.

Structure (XYZ):
```
18
Properties=species:S:1:pos:R:3:forces:R:3:lowdin_charge:R:1
C 0.227 -0.978 -0.259 0.19 -0.83 -1.32 -0.1917
O 1.279 -1.874 0.115 0.06 0.26 -0.02 -0.0568
C 0.231 0.237 0.659 -0.29 -0.74 0.61 -0.2899
C -1.160 0.739 0.971 -0.22 0.53 -1.21 -0.0357
N 0.847 -0.269 1.974 -0.96 -0.51 -0.52 0.2156
H 0.324 -0.720 -1.321 0.17 0.54 0.30 0.1358
H -0.716 -1.533 -0.270 -0.07 0.09 0.70 0.1360
H 1.905 -1.990 -0.610 -0.16 -0.02 0.08 0.1160
H 0.896 1.005 0.270 -0.03 0.11 0.19 0.1619
H -1.619 0.951 0.002 -0.06 0.02 0.01 0.1016
H -1.168 1.699 1.475 0.07 -0.01 0.38 0.0941
H -1.824 0.015 1.441 0.27 -0.12 0.25 0.1014
H 0.493 -1.214 2.158 -0.44 0.21 0.14 0.1706
H 1.818 -0.493 1.831 0.86 0.58 0.27 0.1567
H 0.583 0.349 2.743 0.63 -0.04 0.04 0.1774
H -1.278 0.914 -3.469 0.16 0.05 0.26 0.0366
H -0.390 1.753 -4.305 0.35 0.18 0.15 0.0450
O -0.448 1.409 -3.404 -0.54 -0.30 -0.33 -0.0747
```
Positions in Å, forces in eV/Å.

Output
Frontier orbital gap, eV: 11.253
E_LUMO, eV: -3.28
Charge: +1